The following is a DFT calculation (wB97M-V/def2-TZVPD) of a 7-piece molecular cluster, C38H94N6O4S overall in a non-equilibrium geometry.

**Strongest force on any atom**: 3.3 eV/Å
**Frontier orbital gap**: 8.41 eV
**Energy relative to the best compared isomer or geometry (same formula, charge and spin)**: 0.8037 eV
**HOMO**: -7.98 eV
**E_LUMO**: 0.4 eV
**Calculated total energy**: -2531.67331 Ha
**SMILES**: O=S1(=O)OCCO1.CCN(CC)CC.CCN(CC)CC.CCN(CC)CC.CCN(CC)CC.CCN(CC)CC.CCN(CC)CC

```
! wB97M-V def2-TZVPD RIJCOSX def2/J DEFGRID3
* xyz 0 1
C -7.3512 -0.1797 -1.3231
C -6.6500 -1.2908 -0.5202
N -5.1927 -1.4857 -0.9040
C -4.9778 -2.4639 -2.0289
C -3.5100 -2.5803 -2.5691
C -4.4281 -1.8872 0.3019
C -4.4104 -0.9831 1.5376
H -8.3925 -0.0684 -1.0209
H -7.5000 -0.3274 -2.3928
H -6.7206 0.7084 -1.2829
H -6.7881 -0.9643 0.5105
H -7.2984 -2.1429 -0.7241
H -5.3668 -3.4194 -1.6769
H -5.6716 -2.1879 -2.8229
H -3.0396 -1.6056 -2.6983
H -2.8931 -3.1416 -1.8674
H -3.6128 -3.1880 -3.4682
H -3.3754 -1.8082 0.0304
H -4.6437 -2.9132 0.6000
H -4.2896 0.0521 1.2184
H -3.6863 -1.2629 2.3028
H -5.3649 -1.0461 2.0602
C -4.2096 -0.6658 5.1041
C -2.8092 -1.0597 5.6696
N -2.5761 -0.7035 7.0337
C -2.8220 -1.8391 7.8840
C -2.7641 -1.4483 9.3054
C -1.2776 -0.0794 7.2066
C -1.3217 1.3833 6.8252
H -4.9976 -0.6972 5.8565
H -4.4796 -1.4523 4.3994
H -4.2231 0.3749 4.7804
H -2.7648 -2.1403 5.5343
H -2.0543 -0.5839 5.0436
H -3.8384 -2.1799 7.6868
H -2.1167 -2.6500 7.7020
H -3.3597 -2.0967 9.9479
H -1.7724 -1.4352 9.7576
H -3.1716 -0.4700 9.5602
H -0.5326 -0.5427 6.5598
H -0.7670 -0.1737 8.1650
H -1.9976 1.7788 7.5834
H -1.7664 1.5223 5.8398
H -0.3594 1.8906 6.8926
C -0.8860 5.2531 -0.9287
C -0.0370 4.9349 0.2561
N -0.3584 5.7975 1.4226
C 0.0577 5.2004 2.7030
C 1.5443 5.4715 3.0143
C -0.1069 7.2306 1.2215
C -0.8987 8.0934 2.1612
H -0.9550 4.3633 -1.5545
H -0.4036 6.1218 -1.3768
H -1.8617 5.4992 -0.5097
H -0.1131 3.8899 0.5563
H 0.9942 4.9384 -0.0971
H -0.6011 5.6944 3.4171
H -0.1158 4.1243 2.6988
H 2.2438 4.9390 2.3699
H 1.7709 6.5366 2.9663
H 1.5753 5.0553 4.0213
H -0.3638 7.4989 0.1968
H 0.9373 7.5232 1.3324
H -0.7743 9.1317 1.8536
H -0.6458 8.1425 3.2203
H -1.9367 7.7611 2.1465
C 1.6159 1.5249 -0.8035
C 1.4953 0.7118 0.4909
N 0.1434 0.6252 1.0730
C -0.9058 -0.0155 0.2701
C -0.4550 -1.4065 -0.2170
C 0.1161 0.0914 2.4484
C 0.8522 1.0722 3.4367
H 0.7121 2.0913 -1.0282
H 1.5999 0.8114 -1.6274
H 2.5806 2.0272 -0.8746
H 1.8152 -0.3068 0.2714
H 2.1973 1.1521 1.1990
H -1.1619 0.6272 -0.5721
H -1.8514 0.0470 0.8086
H 0.1317 -1.2724 -1.1258
H -1.3012 -2.0344 -0.4959
H 0.0742 -1.9746 0.5481
H -0.8979 0.0483 2.8459
H 0.5889 -0.8890 2.5067
H 1.9117 1.2533 3.2553
H 0.3951 2.0591 3.3653
H 0.7397 0.8005 4.4863
C 1.2287 -3.3730 -8.1215
C 1.2398 -3.1862 -6.6224
N 0.1703 -2.2972 -6.1215
C 0.2874 -2.3338 -4.6669
C 1.1617 -1.0976 -4.3072
C -1.1236 -2.7685 -6.6601
C -2.2250 -1.7531 -6.2528
H 1.1575 -2.4101 -8.6273
H 0.4261 -4.0314 -8.4538
H 2.1616 -3.7996 -8.4900
H 1.2864 -4.1506 -6.1166
H 2.2284 -2.8265 -6.3371
H -0.6537 -2.2602 -4.1219
H 0.6992 -3.2833 -4.3248
H 2.2137 -1.0840 -4.5920
H 0.6860 -0.1562 -4.5822
H 1.1821 -1.0807 -3.2176
H -1.4921 -3.7811 -6.4955
H -1.2106 -2.7047 -7.7447
H -1.9418 -0.7536 -6.5829
H -2.4618 -1.6725 -5.1919
H -3.1506 -2.1303 -6.6876
C 4.9890 -1.5772 -6.1525
C 5.8854 -0.5324 -5.4299
N 5.3680 -0.1112 -4.1340
C 5.4478 -1.1754 -3.0911
C 4.4120 -0.8524 -2.0387
C 5.8350 1.2521 -3.7845
C 7.3057 1.3800 -3.2464
H 4.8768 -2.5521 -5.6781
H 5.3508 -1.8587 -7.1414
H 4.0518 -1.0322 -6.2654
H 6.9243 -0.8490 -5.3365
H 5.8115 0.3050 -6.1236
H 5.1177 -2.1563 -3.4332
H 6.4288 -1.3476 -2.6481
H 4.5956 0.0671 -1.4829
H 3.4032 -0.7861 -2.4462
H 4.4339 -1.6290 -1.2741
H 5.1257 1.7411 -3.1168
H 5.6581 1.8941 -4.6474
H 7.7479 2.3615 -3.0754
H 7.9942 0.8811 -3.9284
H 7.4278 0.7789 -2.3454
C 2.6096 -3.4116 2.0182
C 3.6837 -2.2778 2.1683
O 4.3453 -2.6457 3.3589
S 3.4291 -3.5432 4.4086
O 3.0559 -2.7620 5.5913
O 4.0434 -4.8468 4.5944
O 2.2118 -3.7733 3.3000
H 3.0342 -4.2613 1.4836
H 1.7090 -3.0234 1.5425
H 3.1615 -1.3531 2.4141
H 4.3399 -2.1595 1.3060
*
```

Löwdin atomic charge list, values in e, 5 entries: -0.109 -0.235 -0.156 -0.223 -0.086

***

The following is a DFT calculation (wB97M-V/def2-TZVPD) of one molecule with the formula C7H10.

**Strongest force on any atom**: 0.5 eV/Å
**Frontier orbital gap**: 10.09 eV
**Energy relative to the best compared isomer or geometry (same formula, charge and spin)**: 2.2919 eV
**HOMO**: -8.91 eV
**E_LUMO**: 1.2 eV
**Calculated total energy**: -272.63377 Ha
**SMILES**: C=C[C@H]1CCC1=C

```
! wB97M-V def2-TZVPD RIJCOSX def2/J DEFGRID3
* xyz 0 1
C 1.4418 -1.2272 1.0039
C 0.8370 1.7672 -0.5441
C 1.1447 -1.0590 -0.2818
C -0.1835 -0.5647 -0.7955
C -1.4368 -0.6834 0.1165
C -1.5301 0.8665 0.2103
C -0.1993 0.9439 -0.5074
H 2.4694 -1.3332 1.3363
H 0.6804 -1.1876 1.7809
H 0.9091 2.6902 0.0327
H 1.9593 -1.0077 -1.0057
H -0.3691 -0.8712 -1.8342
H -1.2239 -1.1703 1.0722
H -2.2998 -1.1736 -0.3461
H -2.3666 1.2645 -0.3784
H -1.5661 1.3151 1.2095
H 1.7336 1.4304 -1.0692
*
```

natural (NBO) atomic charge list, values in e, 5 entries: -0.407 -0.414 -0.155 -0.312 -0.388

***

The following is a DFT calculation (wB97M-V/def2-TZVPD) of C39H33GeN7O4SW as an isolated structure in a non-equilibrium geometry.

**Strongest force on any atom**: 1.7 eV/Å
**Frontier orbital gap (alpha / beta)**: 6.78 / 5.99 eV
**Energy relative to the best compared isomer or geometry (same formula, charge and spin)**: 1.8732 eV
**HOMO (alpha / beta)**: -15.87 / -16.63 eV
**E_LUMO (alpha / beta)**: -9.1 / -10.6 eV
**Calculated total energy**: -4731.56503 Ha

```
! wB97M-V def2-TZVPD RIJCOSX def2/J DEFGRID3
* xyz 3 4
W 1.1279 -0.2743 0.9601
O 2.7531 -1.6344 -2.6918
C 2.5648 -1.1555 -1.5111
O 1.4504 -1.1759 -0.9538
C 3.7080 -0.6365 -0.7531
C 5.0520 -0.7063 -1.0531
C 5.9521 -0.3590 -0.0407
C 5.4928 -0.0083 1.2164
C 4.1177 0.0403 1.4263
N 3.2760 -0.2233 0.4426
C 3.4348 0.2629 2.7658
O 4.0610 0.4520 3.7610
O 2.1099 0.1731 2.6858
H 1.9268 -1.9820 -3.0811
H 5.4018 -1.0486 -2.0172
H 7.0146 -0.4126 -0.2382
H 6.1568 0.2013 2.0453
C -1.8353 -3.2929 2.5470
C -1.0501 -2.1036 2.1264
N -0.0058 -2.1373 1.3674
N 0.3509 -3.3499 0.8095
C 1.6108 -3.8526 0.9790
N 1.7895 -5.0915 0.5174
S 2.8119 -2.9557 1.6918
C -1.3980 -0.7703 2.6320
C -2.4943 -0.5329 3.4346
C -2.6734 0.7375 3.9685
C -1.7232 1.7072 3.7232
C -0.6541 1.4044 2.8997
N -0.5145 0.2063 2.3238
H -1.3144 -4.2213 2.3392
H -2.8084 -3.3087 2.0482
H -2.0211 -3.2370 3.6198
H -0.3951 -3.8794 0.3788
H 1.0429 -5.6651 0.1567
H 2.7013 -5.5115 0.6097
H -3.2004 -1.3179 3.6641
H -3.5322 0.9418 4.5938
H -1.7910 2.6933 4.1605
H 0.1156 2.1337 2.7019
C 0.0821 2.9718 -4.4292
C 1.1075 2.4161 -3.6716
C 0.8117 1.5632 -2.6209
C -0.5111 1.2548 -2.3098
C -1.5386 1.8339 -3.0667
C -1.2382 2.6805 -4.1274
Ge -1.2314 0.0056 -1.0157
C -1.3610 -1.7773 -1.7711
C -0.8977 -1.9153 -3.0860
C -0.9892 -3.1276 -3.7532
C -1.5326 -4.2356 -3.1133
C -1.9954 -4.1174 -1.8086
C -1.9073 -2.9003 -1.1469
C -2.7777 0.6769 -0.0638
C -3.8468 -0.1749 0.2387
C -5.0171 0.3220 0.7878
C -5.1389 1.6815 1.0494
C -4.0894 2.5423 0.7488
C -2.9194 2.0427 0.1994
H 0.3159 3.6381 -5.2485
H 2.1379 2.6533 -3.9023
H 1.6348 1.1789 -2.0248
H -2.5830 1.6376 -2.8484
H -2.0389 3.1203 -4.7063
H -0.5146 -1.0513 -3.6227
H -0.6667 -3.2032 -4.7839
H -1.6174 -5.1782 -3.6373
H -2.4513 -4.9680 -1.3176
H -2.2862 -2.8457 -0.1335
H -3.8016 -1.2261 -0.0014
H -5.8469 -0.3436 0.9859
H -6.0597 2.0733 1.4611
H -4.1891 3.6064 0.9170
H -2.1454 2.7557 -0.0698
N -1.4524 5.1903 -1.1202
C -0.5007 4.8145 -0.5994
C 0.6335 4.2124 0.0369
C 1.7326 4.9139 0.5132
C 2.7376 4.1827 1.1270
C 2.6202 2.8100 1.2349
N 1.5684 2.1177 0.7584
C 0.6000 2.8324 0.1793
H 1.7948 5.9901 0.4201
H 3.6113 4.6728 1.5327
H 3.4029 2.2662 1.7371
H -0.2574 2.2971 -0.1841
*
```

Löwdin atomic charge list, values in e, 5 entries: 1.660 0.252 -0.422 -0.139 -0.174

***

The following is a DFT calculation (wB97M-V/def2-TZVPD) of one molecule with the formula C19H15N3O3 in a non-equilibrium geometry.

**Strongest force on any atom**: 5.3 eV/Å
**Frontier orbital gap**: 8.22 eV
**Energy relative to the best compared isomer or geometry (same formula, charge and spin)**: 3.6889 eV
**HOMO**: -8.37 eV
**E_LUMO**: -0.1 eV
**Calculated total energy**: -1122.90774 Ha
**SMILES**: COc1ccccc1-c1cc(=O)c2c(=O)n(-c3ccccc3)[nH]c2[nH]1

```
! wB97M-V def2-TZVPD RIJCOSX def2/J DEFGRID3
* xyz 0 1
O 1.4264 -3.3959 -0.3926
O 2.6367 -1.5601 -2.5202
O -2.9957 0.6451 2.0317
C 0.8129 -2.4102 -0.0769
C 1.8305 -0.8178 -1.9230
C 0.1394 -2.3165 1.2023
C 0.9546 -1.2077 -0.8665
C -0.5116 -1.1640 1.5805
C 0.3668 -0.0207 -0.3989
C 3.6602 3.2392 -4.7233
C -3.1919 -1.3419 5.0599
C -2.1797 -2.3248 4.8554
C 4.3540 2.2204 -4.0579
C 2.2613 3.4137 -4.3803
C -3.3568 -0.3578 4.0864
C -1.4110 -2.2299 3.7529
C 3.6492 1.2894 -3.2441
C 1.6242 2.3765 -3.6467
C -2.5759 -0.2986 2.9539
C -1.4250 -1.1439 2.8215
C 2.3160 1.3671 -2.9949
N -0.3219 -0.0920 0.7983
N 0.7530 1.0144 -1.2107
N 1.6642 0.5182 -2.1982
C -3.8042 0.0001 1.0265
H 0.2165 -3.2497 1.6947
H 4.1869 3.9321 -5.3379
H -3.7815 -1.3805 6.0052
H -2.0600 -3.1362 5.5738
H 5.3352 1.8381 -4.2699
H 1.7596 4.2206 -4.9810
H -4.1563 0.3987 4.2432
H -0.6495 -2.9590 3.5967
H 4.2506 0.4867 -2.8675
H 0.5111 2.2982 -3.6461
H -0.8746 0.7382 1.0388
H 0.6348 1.9622 -0.8178
H -4.2513 -0.9569 1.4358
H -3.1637 -0.1645 0.0647
H -4.6335 0.5695 0.7324
*
```

natural (NBO) atomic charge list, values in e, 5 entries: -0.564 -0.603 -0.547 0.472 0.620

***

Which of these has the highest energy relative to the best compared isomer or geometry (same formula, charge and spin)? C19H15N3O3

***

strongest force on any atom of number 3 (C39H33GeN7O4SW)? 1.7 eV/Å

***

Look up the strongest force on any atom of the second one. 0.5 eV/Å

***

Look up the energy relative to the best compared isomer or geometry (same formula, charge and spin) of the fourth one. 3.6889 eV